Record 1
This record from OMol25 describes the molecule C9H15N3OS. The level of theory is ωB97M-V/def2-TZVPD.

```
29
Properties=species:S:1:pos:R:3:mulliken_charge:R:1
O 2.92 1.12 -1.78 -0.5570
N 2.68 2.85 -0.55 -0.4641
S 2.81 4.66 1.45 -0.3236
C 2.16 1.72 -1.10 0.3831
C 2.23 3.27 0.57 0.4149
C 0.29 1.81 0.52 -0.3435
C 0.83 1.17 -0.58 0.1241
N 1.02 2.86 1.18 -0.1786
N -0.74 -0.81 -0.15 0.3007
C 0.28 -0.12 -1.08 -0.7044
C -1.83 -2.46 -1.87 -0.9301
C -1.15 -2.11 1.97 -1.3823
C -1.99 -1.25 -0.83 -1.0332
C -0.17 -1.60 0.96 -0.2160
H 3.86 4.93 0.61 0.1855
H -0.77 1.72 0.76 0.4598
H 0.92 3.15 2.08 0.2176
H -0.24 -0.14 -2.13 0.3789
H 1.20 -0.84 -1.17 0.2076
H -1.07 -2.13 -2.54 0.3055
H -2.77 -2.33 -2.40 0.3651
H -1.66 -3.44 -1.41 0.2580
H -1.70 -3.10 1.72 0.2551
H -1.96 -1.30 2.12 0.3056
H -0.78 -2.32 2.94 0.4038
H -2.46 -0.38 -1.33 0.4250
H -2.62 -1.53 -0.06 0.5367
H 0.46 -0.95 1.62 0.2673
H 0.26 -2.47 0.50 0.3384
```

**Total energy**: -26926.9652 eV
**F_max**: 6.0 eV/A
**Energy relative to the best compared isomer or geometry (same formula, charge and spin)**: 66.6 kcal/mol
**SMILES**: CCN(CC)Cc1c[nH]c(S)nc1=O
**Gap between HOMO and LUMO**: 8.670 eV

Record 2
This record from OMol25 describes the molecule CH2O2S. The level of theory is ωB97M-V/def2-TZVPD.

```
6
Properties=species:S:1:pos:R:3:mulliken_charge:R:1
C 0.83 -0.09 -0.10 0.0687
O 3.32 0.71 0.03 -0.5144
O 0.06 -1.21 0.05 -0.4434
S 2.45 -0.46 0.02 0.2749
H 0.29 0.80 -0.48 0.2682
H -0.85 -1.06 -0.29 0.3459
```

**Total energy**: -15997.5591 eV
**F_max**: 1.7 eV/A
**Energy relative to the best compared isomer or geometry (same formula, charge and spin)**: 54.8 kcal/mol
**Gap between HOMO and LUMO (alpha / beta)**: 8.863 / 8.863 eV

Question: What is the energy relative to the best compared isomer or geometry (same formula, charge and spin) in the first record?
Answer: 66.6 kcal/mol

Question: energy relative to the best compared isomer or geometry (same formula, charge and spin) of number 1 (C9H15N3OS)?
Answer: 66.6 kcal/mol